C83H180F15N5O13P2 | ωB97M-V/def2-TZVPD

Calculated values
Maximum force = 0.112 hartree/bohr
LUMO level = -4.92 eV
Orbital gap = 0.097 hartree
E_tot = -182368.0574 eV
HOMO = -7.6 eV

The geometry in ORCA input format:
```
! RIJCOSX wB97M-V def2-TZVPD def2/J DEFGRID3
* xyz 2 1
C -18.531 24.642 0.026
C -28.652 23.640 8.422
C -21.336 22.925 15.728
H -21.527 24.487 17.179
O -28.448 23.524 6.973
H -14.048 19.259 6.405
O -14.682 28.465 7.542
F -20.717 26.225 -3.400
H -25.158 21.260 13.937
C -20.855 20.904 0.194
H -27.207 25.063 6.561
H -20.259 25.209 2.793
H -22.021 16.716 4.499
H -27.846 28.962 4.786
C -24.367 24.532 6.146
C -22.300 22.733 4.691
C -20.000 25.982 -2.288
H -19.757 21.207 13.807
H -23.712 30.675 7.579
C -25.548 18.262 5.749
H -23.159 26.730 6.936
H -27.216 17.771 4.339
C -21.015 22.694 18.286
H -22.552 21.060 13.443
H -17.190 20.108 6.515
C -12.100 22.400 2.170
H -20.549 21.719 18.143
H -20.652 27.314 1.590
H -17.848 22.216 4.396
H -19.591 22.640 8.205
H -17.812 20.145 11.874
H -27.927 27.342 12.898
H -23.202 20.020 -2.899
H -20.859 18.248 0.728
H -19.905 16.468 3.711
H -18.772 19.217 -1.964
H -21.846 20.703 0.600
C -23.911 22.776 13.221
H -19.106 26.380 6.875
H -23.799 23.072 14.264
H -24.313 26.052 -1.347
C -26.723 26.917 10.980
C -16.916 20.634 5.601
H -27.011 20.160 2.200
F -16.567 29.201 10.576
C -28.174 24.724 6.190
H -22.207 18.638 -1.134
N -24.255 24.883 0.465
H -18.623 18.175 10.812
H -21.201 16.926 5.935
H -22.358 22.551 15.795
H -14.539 22.183 3.639
H -27.889 30.666 7.004
H -29.943 20.285 4.966
C -24.396 23.366 0.700
H -26.061 26.403 3.148
H -24.890 30.749 9.092
F -28.826 27.089 5.862
C -20.923 23.588 17.053
H -20.565 23.143 19.172
H -21.764 18.385 5.093
C -18.542 20.326 11.084
F -22.726 26.864 11.584
H -25.024 20.916 11.385
O -16.828 28.164 8.228
H -19.817 28.170 2.811
H -25.872 16.320 6.732
C -23.433 26.941 10.433
C -15.484 28.327 8.685
H -21.295 22.794 2.773
H -20.157 22.524 4.065
H -21.435 26.403 6.410
C -25.353 28.381 6.393
C -19.135 20.144 -1.519
C -17.878 26.376 11.479
H -26.070 22.709 13.734
H -28.312 19.056 2.922
H -20.307 24.385 14.416
H -22.623 21.293 -1.854
H -24.619 18.830 5.709
H -23.732 22.493 7.880
H -25.090 26.699 1.026
H -18.407 27.066 10.822
H -13.597 20.700 3.933
C -29.015 25.961 6.579
H -26.370 25.801 0.740
C -28.422 22.261 8.999
C -22.540 28.825 2.744
H -26.258 29.395 3.872
H -25.555 24.687 -1.278
F -20.815 30.283 3.286
H -26.790 29.744 8.155
C -21.012 23.950 11.254
C -19.916 24.414 -2.033
H -13.948 21.898 1.142
H -27.393 21.011 6.150
O -23.943 28.579 2.748
C -27.871 20.366 5.413
C -21.166 22.285 3.729
F -14.387 29.265 10.560
H -24.908 25.155 8.066
H -20.729 22.033 15.575
H -21.250 21.800 -2.978
H -12.256 18.332 7.924
H -26.040 22.296 11.277
H -18.287 19.593 2.890
H -23.267 22.411 4.303
C -18.726 27.069 7.629
P -21.144 22.887 12.835
C -22.393 24.085 7.531
H -25.718 18.367 3.576
C -20.034 18.594 0.106
H -15.303 27.468 9.332
C -15.533 20.393 2.846
C -18.915 21.956 7.692
C -14.613 18.335 6.285
H -19.378 20.982 7.530
H -22.712 24.915 4.157
H -26.551 24.373 3.763
H -27.333 27.626 10.420
H -19.889 25.128 10.139
H -17.769 22.734 0.628
H -14.395 16.313 7.053
F -23.935 25.757 10.286
H -13.094 16.753 6.067
H -22.699 26.754 5.211
H -18.829 22.310 12.855
C -17.253 26.841 7.862
O -19.697 24.091 -0.633
C -27.287 29.776 7.185
C -19.882 26.127 3.245
C -17.883 18.780 3.494
C -15.178 18.240 4.873
H -15.506 18.533 6.879
F -22.459 27.051 9.493
H -19.074 23.293 6.017
O -24.424 29.389 10.146
C -20.132 17.496 3.992
C -21.524 19.305 -1.660
C -25.284 22.113 13.270
H -18.901 28.001 7.092
H -16.940 26.530 6.865
H -17.654 18.973 9.573
H -22.061 22.442 18.460
H -28.137 25.783 12.173
C -18.555 19.060 10.180
F -18.823 26.544 -2.429
H -23.644 23.495 9.256
H -25.971 31.858 5.781
H -20.289 19.804 12.361
O -25.619 27.775 11.348
H -26.614 20.815 12.081
H -27.389 30.563 4.604
C -19.763 21.748 12.861
H -27.458 21.900 8.642
H -24.768 28.412 7.312
C -24.740 24.200 7.568
C -23.568 23.531 8.169
H -29.280 21.946 5.037
H -26.105 18.636 6.608
C -24.543 25.027 -1.056
C -25.764 21.483 11.949
C -22.762 21.877 12.754
C -22.311 20.405 -2.402
H -17.032 26.036 8.563
F -28.646 26.383 7.740
O -25.273 31.389 8.488
H -22.118 24.589 0.402
H -21.079 18.547 -2.305
H -27.911 28.899 7.018
H -21.683 23.308 7.247
H -24.263 16.924 6.821
H -17.447 23.183 6.615
C -22.496 26.303 6.183
H -15.734 17.331 4.639
H -13.718 17.776 8.769
F -21.743 29.595 5.005
H -24.729 16.284 5.242
F -15.524 30.648 9.308
C -24.610 27.966 10.269
C -14.277 21.202 3.245
H -26.474 26.007 10.434
H -23.997 23.741 12.722
H -19.586 25.881 12.654
H -24.410 25.681 3.211
C -25.712 20.963 4.203
H -18.760 25.645 0.386
H -18.903 23.739 10.658
C -22.847 25.294 0.802
H -22.038 24.487 14.207
H -28.115 19.472 5.988
H -20.280 17.930 3.003
H -20.590 20.848 10.991
H -17.117 26.812 12.126
H -19.647 17.815 -0.552
C -24.500 31.370 7.290
C -21.311 17.402 4.961
H -12.452 23.428 2.084
F -20.538 26.626 -1.190
H -29.512 21.199 2.595
N -20.381 19.774 -0.743
C -19.865 20.617 11.772
H -24.779 25.460 5.750
H -25.001 20.591 3.465
H -18.907 20.964 4.993
H -25.661 23.622 7.644
H -22.141 22.201 5.630
H -17.258 25.877 10.734
H -19.867 23.847 16.977
H -28.148 22.088 3.080
H -19.344 20.905 -2.270
C -29.090 20.920 4.723
C -20.554 27.379 2.673
H -17.641 24.700 -0.601
H -14.429 18.240 4.081
H -20.039 26.094 4.323
O -21.930 27.609 3.183
N -26.855 19.930 4.258
H -22.666 26.204 0.230
C -18.856 25.303 12.087
H -28.433 22.188 10.087
C -19.626 24.487 10.981
H -18.542 24.677 12.923
P -16.336 19.474 4.204
C -22.257 24.270 4.909
C -25.417 25.594 2.802
H -20.249 20.997 1.096
C -27.718 19.967 3.007
H -29.132 21.493 8.693
H -26.018 27.517 6.378
O -21.494 20.942 -3.332
H -28.099 24.426 8.937
H -22.766 25.456 1.877
C -15.465 29.389 9.750
H -12.934 20.572 1.490
H -23.952 23.211 1.684
H -21.213 23.259 10.436
H -25.458 23.131 0.643
H -12.409 16.648 8.394
C -13.779 17.177 6.801
F -30.339 25.737 6.664
H -19.046 24.082 -2.599
H -22.177 28.987 1.729
H -16.206 21.046 2.290
C -27.393 26.557 12.364
C -26.946 29.571 4.699
H -20.821 21.861 -0.326
H -21.213 24.546 5.062
H -24.757 30.766 5.182
H -24.719 28.408 5.506
C -21.221 23.790 14.395
C -25.097 16.797 6.131
H -11.407 22.263 1.341
N -26.220 29.669 6.089
H -23.989 32.329 7.201
C -18.031 21.560 5.246
H -18.337 21.312 10.667
C -25.410 25.680 1.241
H -18.806 26.125 3.068
H -21.810 24.845 8.052
H -19.416 27.013 8.471
H -19.151 18.780 5.295
C -18.336 22.590 6.403
C -12.965 17.510 8.027
H -24.702 23.719 5.502
H -19.076 23.360 1.594
C -13.334 21.481 1.940
H -19.314 18.888 9.417
C -26.367 18.445 4.449
H -16.081 21.195 6.020
H -22.871 21.305 11.832
H -11.586 22.213 3.113
H -19.235 18.927 0.769
O -25.928 24.251 3.044
H -26.034 21.954 3.885
H -21.795 24.685 11.440
H -21.087 21.204 3.607
H -29.651 23.832 8.813
C -25.368 30.992 6.056
O -28.108 24.349 4.838
H -26.652 26.113 13.028
C -28.648 21.136 3.257
H -25.297 21.119 5.200
H -17.730 17.988 2.760
H -18.414 20.558 -0.814
H -17.532 24.109 1.830
H -23.754 22.687 0.138
H -23.824 24.376 -1.554
O -20.958 23.561 -2.508
F -22.702 31.066 3.775
C -22.000 29.934 3.731
C -18.164 23.647 1.071
H -18.200 17.332 4.946
H -18.148 21.676 8.414
H -15.375 19.646 2.068
C -18.826 18.106 4.503
H -25.030 27.697 9.300
N -22.899 24.795 6.207
*
```